(1)
This record from the OMol25 dataset describes a molecular structure, C5H6LiNdO4. The level of theory is ωB97M-V/def2-TZVPD.

Atoms and positions in Å:
1 Nd 1.897 1.776 -1.855
2 O 2.050 0.083 -0.412
3 O -0.035 1.719 1.875
4 O 1.320 3.220 0.758
5 O -2.925 0.638 0.063
6 C -1.147 -0.931 -0.066
7 C -1.935 0.060 -0.569
8 C 0.119 -1.424 -0.698
9 C 1.387 -1.037 0.076
10 C 0.733 2.348 1.261
11 Li -1.804 0.776 1.515
12 H 0.206 -1.032 -1.725
13 H 0.105 -2.525 -0.787
14 H -1.431 -1.385 0.897
15 H 2.052 -1.923 0.122
16 H 1.088 -0.815 1.121
17 H -1.679 0.451 -1.574

The net charge is +1. The value obtained for the HOMO-LUMO gap (spin up / spin down) is 5.45 / 5.47 eV. The LUMO energy (spin up / spin down) comes out at -4.992 / -4.974 eV. As for the energy: -28947.015 eV. The spin multiplicity is 5.

Results of the Löwdin charge analysis, in e, for atoms 1 through 5:
1. Nd 1.64
2. O -0.53
3. O 0.18
4. O 0.17
5. O -0.27



(2)
This record from the OMol25 dataset describes 16 unconnected molecules or ions with the total composition C32H96O16. The level of theory is ωB97M-V/def2-TZVPD.

Atoms and positions in Å:
1 O 6.959 -1.622 -6.732
2 O 2.436 -6.207 -2.892
3 O -6.690 -1.732 -2.106
4 O -0.127 -4.216 -5.920
5 O 2.253 -4.381 5.546
6 O -3.011 6.676 -3.767
7 O -5.858 5.549 2.883
8 O 8.524 -2.867 2.014
9 O 5.507 1.069 3.402
10 O -7.118 -3.746 2.344
11 O -0.171 2.911 7.535
12 O 1.950 5.332 -2.070
13 O -0.414 -5.754 1.241
14 O -2.015 4.000 -7.477
15 O 1.572 1.215 0.388
16 O -1.211 6.699 4.793
17 C -0.198 1.492 7.476
18 C -6.715 -0.303 -2.051
19 C -0.984 3.102 -7.216
20 C 3.297 -7.311 -2.886
21 C -8.203 0.164 -1.982
22 C -1.616 -5.965 -5.898
23 C 1.108 0.148 -0.420
24 C -5.993 4.161 2.785
25 C -0.218 8.143 3.266
26 C -1.505 -4.453 -5.823
27 C 8.357 -4.154 1.381
28 C -2.351 -6.416 0.022
29 C -0.699 1.034 6.184
30 C -0.096 6.807 3.966
31 C 5.198 0.003 -6.406
32 C -0.412 0.115 -0.485
33 C 4.610 -3.925 6.029
34 C 7.496 -4.071 0.152
35 C -7.309 -3.175 3.606
36 C 3.932 -7.456 -4.251
37 C 5.844 -1.274 -5.920
38 C 3.389 -3.520 5.230
39 C 4.925 3.077 4.626
40 C 3.723 6.728 -1.411
41 C -4.844 5.446 -3.036
42 C 5.641 1.735 4.721
43 C -7.457 3.808 2.461
44 C 3.209 5.751 -2.496
45 C -1.542 2.117 -6.167
46 C -1.698 -6.269 1.374
47 C -6.195 -2.201 3.827
48 C -4.068 6.732 -2.890
49 H -1.752 2.553 -5.190
50 H -0.780 2.594 -8.159
51 H -0.973 5.969 5.370
52 H 3.834 4.863 -2.587
53 H -0.816 1.064 -0.837
54 H -8.780 -0.126 -2.860
55 H 5.896 0.825 -6.247
56 H 5.496 -3.450 5.606
57 H -0.083 3.601 -6.858
58 H -1.789 -4.171 -4.809
59 H 7.517 -5.001 -0.416
60 H -0.175 8.972 3.973
61 H 6.183 -1.187 -4.888
62 H -4.275 4.614 -2.621
63 H -8.746 -0.247 -1.131
64 H 3.203 -7.808 -4.981
65 H -6.307 0.026 -1.095
66 H 7.290 -2.430 -6.334
67 H 4.747 -5.006 6.006
68 H -3.739 6.899 -1.865
69 H -8.283 -2.687 3.628
70 H 3.534 6.324 -0.417
71 H 3.171 -2.454 5.282
72 H -8.297 1.250 -1.971
73 H -7.646 2.736 2.517
74 H -2.210 6.509 -3.266
75 H 4.767 -8.150 -4.153
76 H -2.328 -5.582 1.941
77 H -1.741 1.298 6.004
78 H -1.815 -7.095 -0.641
79 H -2.140 -3.867 -6.487
80 H -1.693 -7.219 1.907
81 H -0.888 1.125 8.236
82 H 5.279 3.739 5.417
83 H 7.987 -3.239 -0.353
84 H -1.156 8.226 2.717
85 H 0.768 6.887 4.627
86 H 1.598 0.158 -1.394
87 H -0.861 -0.218 0.451
88 H 3.273 7.720 -1.440
89 H -0.237 3.173 8.456
90 H -0.733 -0.611 -1.232
91 H -5.216 -2.573 3.525
92 H -6.227 0.191 -2.890
93 H 3.201 6.219 -3.481
94 H 1.422 -0.845 -0.096
95 H -0.709 -0.056 6.141
96 H -6.077 -1.945 4.880
97 H -1.049 -6.531 -5.159
98 H -5.722 3.662 3.716
99 H 3.977 -7.218 -2.040
100 H 6.158 0.371 3.302
101 H -0.089 -5.599 2.131
102 H 4.339 0.241 -5.778
103 H 2.324 0.932 0.913
104 H 9.328 -4.571 1.115
105 H -7.324 -4.018 4.298
106 H -1.351 -6.334 -6.888
107 H -5.323 3.770 2.020
108 H 2.759 -8.240 -2.695
109 H -6.400 -1.293 3.259
110 H -0.072 5.915 3.340
111 H -2.651 -6.287 -5.786
112 H -0.101 1.466 5.382
113 H -4.670 7.590 -3.190
114 H 4.357 -6.542 -4.665
115 H -8.103 4.247 3.221
116 H 4.948 -0.038 -7.466
117 H -3.374 -6.783 0.105
118 H 0.238 -4.518 -5.085
119 H 4.600 -3.667 7.088
120 H 3.839 2.986 4.637
121 H -5.045 5.626 3.388
122 H 3.556 -3.705 4.169
123 H 2.163 -6.146 -1.974
124 H -5.188 5.276 -4.057
125 H 0.619 8.290 2.583
126 H 6.497 -3.753 0.450
127 H 5.113 -2.082 -5.954
128 H -7.694 4.215 1.478
129 H 2.020 4.606 -1.445
130 H -2.419 1.579 -6.526
131 H 5.181 3.647 3.733
132 H -6.733 -2.009 -1.188
133 H 5.160 1.213 5.549
134 H 9.006 -2.985 2.836
135 H 7.897 -4.862 2.070
136 H -2.156 4.510 -6.676
137 H 0.785 1.076 7.697
138 H -0.747 1.386 -6.016
139 H 1.947 -4.385 6.456
140 H -2.447 -5.467 -0.506
141 H 4.797 6.897 -1.491
142 H -7.774 -4.434 2.213
143 H -5.762 5.442 -2.448
144 H 6.683 1.954 4.951

The value obtained for the HOMO-LUMO gap is 9.64 eV. The LUMO energy comes out at -0.052 eV. As for the energy: -67493.686 eV.

Results of the Löwdin charge analysis, in e, for atoms 1 through 5:
1. O -0.08
2. O -0.07
3. O -0.08
4. O -0.09
5. O -0.10



(3)
This record from the OMol25 dataset describes a single C5H14N2S molecule. The level of theory is ωB97M-V/def2-TZVPD.

Atoms and positions in Å:
1 S 0.481 -1.730 3.782
2 N -1.977 2.099 -2.544
3 N -0.387 1.608 -0.770
4 C 1.337 -2.250 2.223
5 C 1.045 -1.489 0.862
6 C 0.321 -0.144 0.869
7 C -0.569 2.000 -2.145
8 C -0.197 0.154 -0.560
9 H -0.461 -0.094 1.614
10 H 0.028 1.392 -2.838
11 H 2.424 -2.198 2.292
12 H 1.960 -1.315 0.220
13 H 1.020 -3.301 2.111
14 H -0.405 -0.756 3.318
15 H 0.928 0.758 1.208
16 H -2.453 1.506 -1.872
17 H -2.289 1.792 -3.453
18 H -1.124 1.972 -0.167
19 H 0.017 2.931 -2.272
20 H 0.621 -0.315 -1.165
21 H 0.796 -2.263 0.157
22 H -1.116 -0.360 -0.868

Its SMILES is NCNCCCCS. The value obtained for the HOMO-LUMO gap is 9.84 eV. The LUMO energy comes out at 0.866 eV. As for the energy: -19225.630 eV.

Results of the Löwdin charge analysis, in e, for atoms 1 through 5:
1. S 0.65
2. N 0.01
3. N -0.08
4. C -0.52
5. C -0.26



(4)
This record from the OMol25 dataset describes a single C4H7NO2 molecule. The level of theory is ωB97M-V/def2-TZVPD.

Atoms and positions in Å:
1 O 0.252 2.448 -0.064
2 O -0.447 -1.968 0.528
3 N -0.437 -0.574 0.540
4 C 0.334 0.031 -0.297
5 C 1.519 -0.474 -1.010
6 C -1.272 0.552 0.996
7 C -0.390 1.386 -0.259
8 H 2.226 0.356 -1.084
9 H -0.939 0.968 1.947
10 H 1.205 -0.735 -2.026
11 H 1.977 -1.351 -0.546
12 H -1.129 1.260 -1.110
13 H -0.540 -2.348 1.416
14 H -2.361 0.449 0.969

The value obtained for the HOMO-LUMO gap is 8.15 eV. The LUMO energy comes out at 0.263 eV. As for the energy: -9841.831 eV.

Results of the Löwdin charge analysis, in e, for atoms 1 through 5:
1. O -0.12
2. O 0.06
3. N -0.10
4. C -0.16
5. C 0.02